Record 1
Formula: C17H21N5O2PdS
Source: the OMol25 dataset
Level of theory: ωB97M-V with the def2-TZVPD basis set

The geometry in XYZ format:
```
47
Properties=species:S:1:pos:R:3:forces:R:3
N 0.164192 -0.274081 -3.900151 -0.7 0.3 -0.2
C -0.376104 -0.131979 -4.917219 0.5 -0.2 0.7
C -0.997948 0.036123 -6.213786 -0.2 0.0 -0.4
H -1.099177 -0.935339 -6.714344 0.1 0.2 0.1
H -0.368400 0.690350 -6.833399 -0.2 -0.1 0.1
H -2.002038 0.465683 -6.096128 0.3 0.0 -0.1
N 0.236301 3.324295 1.375887 1.0 -0.3 -0.4
C 0.877325 4.247056 1.677961 -0.6 -0.5 -0.2
C 1.625599 5.428399 2.066844 0.2 0.1 0.1
H 2.244819 5.775525 1.226257 -0.2 -0.1 0.2
H 2.254981 5.202115 2.940240 -0.2 0.1 -0.2
H 0.936510 6.236268 2.336431 0.0 -0.1 0.0
N 2.089758 -2.809655 1.898242 -1.0 -0.6 0.4
C 1.657685 -3.716913 2.481886 0.8 1.1 -0.6
C 1.189707 -4.857622 3.242740 -0.2 -0.3 0.2
H 0.515405 -4.523044 4.042431 0.3 -0.1 -0.1
H 2.050447 -5.380596 3.683593 -0.2 0.1 -0.1
H 0.640941 -5.547413 2.588063 0.2 0.1 0.2
Pd 0.733882 0.874461 0.034451 -0.2 0.7 0.4
C 0.181505 0.071638 1.735619 -2.5 -2.0 6.1
O -0.283086 -0.315624 2.715253 1.8 1.4 -3.7
C -0.683032 1.470676 -1.185782 -4.3 3.5 -3.8
O -1.495958 1.979401 -1.821288 2.9 -2.0 2.3
C 2.202849 1.312462 -1.710370 0.7 1.0 -1.4
C 2.301222 -0.076900 -1.640410 -0.4 -0.2 -1.5
C 2.595873 -0.677338 -0.425528 0.2 -0.9 1.1
C 2.818420 0.129465 0.699361 1.5 -0.6 0.9
C 2.995631 1.512677 0.555925 0.5 -0.2 1.5
C 2.665552 2.112149 -0.653750 -0.2 1.1 -1.3
H 1.825154 1.776243 -2.625472 0.3 -0.1 0.1
H 2.044068 -0.678269 -2.511157 0.0 0.1 0.0
H 2.569693 -1.756230 -0.303872 0.1 0.0 0.1
H 2.916322 -0.357894 1.670209 0.2 0.0 -0.2
H 3.298504 2.117372 1.411435 0.0 -0.1 -0.2
H 2.695936 3.196812 -0.766946 0.0 -0.2 0.0
S -0.836241 -1.238777 -0.751282 0.9 -1.2 -1.1
C -2.261261 -1.313021 0.164737 -3.6 -0.4 2.3
N -2.942860 -0.239643 0.599613 1.6 0.3 -0.8
C -4.184314 -0.578619 1.260841 -1.1 0.2 0.6
C -4.161859 -2.103214 1.287649 -0.7 -0.4 0.3
N -2.936587 -2.416454 0.556937 2.0 0.6 -1.2
H -2.669503 0.713650 0.397543 -0.2 -0.1 0.1
H -5.036482 -0.197055 0.691681 0.1 0.1 0.1
H -4.220526 -0.160943 2.275189 0.1 0.1 -0.3
H -5.032144 -2.524708 0.767685 0.3 -0.1 0.1
H -4.127086 -2.502504 2.307725 0.1 -0.1 -0.3
H -2.613675 -3.358985 0.378451 -0.1 -0.1 -0.1
```
Forces are in eV/Å.

As for the expectation value of S²: 6.03. Its total charge is +4. The calculation puts the LUMO energy (alpha / beta) at -13.48 / -17.82 eV. As for the multiplicity: 5. Its HOMO-LUMO gap (alpha / beta) is 8.52 / 4.15 eV.

=====

Record 2
Formula: C4H14N
Source: the OMol25 dataset
Level of theory: ωB97M-V with the def2-TZVPD basis set

The geometry in XYZ format:
```
19
Properties=species:S:1:pos:R:3:forces:R:3
C 2.067531 -0.141647 1.278876 2.1 -0.2 1.0
C 0.803594 -0.838324 1.746546 2.9 -2.5 2.6
N 1.582863 0.879806 0.267625 -2.9 -2.4 -0.4
H 2.756881 0.391776 2.062981 -1.9 -0.6 -1.3
H 2.830177 -0.931495 0.859659 -1.6 1.9 -0.1
H 0.878457 -0.979342 2.871888 -0.5 0.4 -1.3
H 0.893461 -1.878556 1.379845 -0.8 0.6 -0.1
H 0.765228 1.482329 0.570072 1.0 -1.1 0.1
H 2.280525 1.481413 0.041502 2.8 2.4 -1.3
H 1.244343 0.361617 -0.597051 0.5 0.9 1.1
H -0.068852 -0.348653 1.466629 -1.6 0.6 -0.4
C -2.214559 0.585865 -0.989253 1.5 0.4 3.7
C -1.844388 -0.455424 -2.030852 -4.0 1.0 -2.5
H -2.241488 1.687304 -1.266438 -1.0 -1.7 -0.3
H -3.084698 0.147960 -0.355646 1.3 1.6 -1.0
H -1.309286 0.778129 -0.170148 -1.8 -1.0 -1.5
H -2.689841 -1.273633 -2.222946 1.5 2.2 0.3
H -1.618023 0.090039 -2.970964 -0.6 -0.5 0.1
H -1.031931 -1.039172 -1.942326 3.2 -1.9 1.3
```
Forces are in eV/Å.

Its total charge is +1. The calculation puts the LUMO energy at -3.77 eV. Its HOMO-LUMO gap is 10.79 eV.

=====

Record 3
Formula: C7H6ClNO2S
Source: the OMol25 dataset
Level of theory: ωB97M-V with the def2-TZVPD basis set

The geometry in XYZ format:
```
18
Properties=species:S:1:pos:R:3:forces:R:3
C -1.809145 -1.028339 -0.199312 -1.5 0.6 -0.6
C -0.931933 -1.749016 -0.822967 -0.1 -0.4 0.1
C 0.669574 0.774478 0.091345 0.6 1.6 -3.4
C 1.243895 1.946613 0.308634 0.0 0.0 -0.2
C 0.245273 -1.989769 -1.297072 1.3 -0.2 -0.3
C -1.386493 -0.335117 1.112403 0.5 -0.9 -1.1
C 0.166158 -0.019750 1.157230 -2.6 -1.2 2.9
N 1.575895 3.081656 0.549521 -2.8 -1.0 -0.4
O 1.007849 -1.054384 -1.928692 -1.0 1.3 0.3
O 0.964323 1.441742 -2.490499 1.4 1.5 -0.9
S 0.186007 0.552192 -1.709529 0.0 -2.0 1.6
Cl 1.137451 -3.458036 -1.158427 -0.2 -0.3 0.0
H -2.807897 -0.847208 -0.762150 1.4 -0.2 1.6
H -1.970812 0.543520 1.204661 -0.4 1.1 0.2
H -1.679336 -0.986766 1.935238 0.2 0.0 0.2
H 0.677847 -0.954470 1.372432 0.3 0.0 -0.2
H 0.249489 0.634687 2.039859 0.2 -0.6 0.2
H 2.461852 3.447966 0.597324 2.6 0.6 0.2
```
Forces are in eV/Å.

The calculation puts the LUMO energy at 0.51 eV. Its HOMO-LUMO gap is 9.44 eV.

=====

Record 4
Formula: C4H12S
Source: the OMol25 dataset
Level of theory: ωB97M-V with the def2-TZVPD basis set

The geometry in XYZ format:
```
17
Properties=species:S:1:pos:R:3:forces:R:3
C -3.316207 1.153263 1.229291 -2.2 1.1 -0.9
C -1.870512 0.927876 1.548364 1.5 0.0 0.4
S -0.778275 0.859670 0.020442 0.2 0.1 1.0
H -3.870147 1.992025 1.711177 1.1 -0.4 0.5
H -3.525696 1.465914 0.194250 0.6 -0.4 -0.1
H -4.010138 0.326871 1.377464 0.5 -0.5 0.1
H -1.673235 -0.000300 2.068842 -0.4 -0.4 -0.1
H -1.449513 1.656851 2.247839 -0.2 0.3 -0.5
H 0.442795 0.725767 0.666287 -1.1 0.1 -0.4
C 2.032801 -1.740095 -1.329582 1.9 -0.6 -0.4
C 2.939007 -0.473840 -1.512442 -1.1 -1.2 0.9
H 2.674945 -2.620652 -1.119931 0.1 0.6 0.6
H 1.422663 -1.561961 -0.447319 -0.7 -0.4 -0.5
H 1.600886 -2.186078 -2.236893 -0.9 1.1 0.2
H 3.351906 -0.308824 -0.518021 0.7 -0.1 -0.1
H 2.324921 0.411043 -1.628078 -0.1 0.2 -0.8
H 3.703799 -0.627532 -2.271695 -0.1 0.4 0.1
```
Forces are in eV/Å.

The calculation puts the LUMO energy at 0.94 eV. As for the SMILES: CCS.CC. Its HOMO-LUMO gap is 9.95 eV.

=====

Record 5
Formula: C2H2I2
Source: the OMol25 dataset
Level of theory: ωB97M-V with the def2-TZVPD basis set

The geometry in XYZ format:
```
6
Properties=species:S:1:pos:R:3:forces:R:3
C -0.451997 1.202747 -1.496131 -3.6 1.3 -0.4
C 0.687216 1.009590 -1.248473 2.7 -0.7 0.8
I 2.589582 0.604955 -0.663348 -0.8 0.2 -0.3
H -1.505006 1.556821 -1.606026 1.7 -0.8 0.0
I -0.513013 -1.407477 2.534434 0.1 0.4 0.0
H -0.806782 -2.966636 2.479544 -0.1 -0.4 0.0
```
Forces are in eV/Å.

The calculation puts the LUMO energy at 0.31 eV. As for the SMILES: C#CI.I. Its HOMO-LUMO gap is 9.97 eV.

=====

Record 6
Formula: C6H11N
Source: the OMol25 dataset
Level of theory: ωB97M-V with the def2-TZVPD basis set

The geometry in XYZ format:
```
18
Properties=species:S:1:pos:R:3:forces:R:3
C 1.428725 -1.610066 1.392781 -1.7 1.0 -0.6
C 0.953627 -1.363260 0.150089 -1.6 2.5 -0.1
C 0.449936 0.001065 -0.513192 -1.9 -1.5 2.5
C 0.677916 -0.053474 -2.027339 0.6 0.2 0.1
C -0.575508 0.723593 0.162086 -0.2 0.8 -0.8
C -1.792875 -0.071962 0.771183 -0.6 0.3 2.1
N -0.690247 2.259038 0.210981 1.6 -3.4 -1.9
H 1.867547 -2.551356 1.527798 0.4 -1.4 0.4
H 1.220774 -1.064560 2.345648 0.6 0.3 -1.3
H 0.838869 -2.116535 -0.615259 1.0 -0.6 0.1
H 1.376166 0.780214 -2.286090 -1.0 -0.5 -0.7
H 1.282148 -1.006680 -2.267531 -1.2 1.5 0.3
H -0.376422 -0.087328 -2.536969 2.3 0.4 0.5
H -2.794888 0.494124 0.743663 1.7 -0.3 -0.1
H -2.069948 -1.066421 0.328802 1.0 1.0 -0.2
H -1.665066 -0.322734 1.877777 -0.1 0.5 -1.2
H -0.117064 2.663375 -0.573757 -1.0 -0.3 1.3
H -1.581305 2.709251 0.365407 -0.2 -0.4 -0.4
```
Forces are in eV/Å.

The calculation puts the LUMO energy at 0.68 eV. As for the SMILES: C=C/C(C)=C(\C)N. Its HOMO-LUMO gap is 7.83 eV.